Entry from OMol25: the molecule C4H5NO in a non-equilibrium geometry (the ωB97M-V functional and the def2-TZVPD basis).

Properties
HOMO energy: -10.63 eV
Kohn-Sham gap: 11.1 eV
E_tot: -7765.249 eV
Relative energy (zero: lowest compared OMol25 entry of this formula, charge and spin): 1.278 eV

Each line ends with the natural charge from an NBO analysis.
CARTESIAN COORDINATES (ANGSTROEM)
C1 -0.997 -0.670 0.665  -0.592
C2 0.241 0.204 0.285  -0.420
C3 -0.275 1.345 -0.478  0.282
N1 -0.722 2.221 -1.082  -0.304
C4 1.414 -0.301 -0.686  0.422
O1 1.564 0.295 -1.722  -0.476
H1 -1.752 -0.045 1.167  0.235
H2 -1.483 -1.074 -0.226  0.225
H3 -0.762 -1.482 1.356  0.220
H4 0.627 0.627 1.228  0.259
H5 2.145 -1.121 -0.507  0.150

---

Entry from OMol25: the molecule C4H5NO (the ωB97M-V functional and the def2-TZVPD basis).

Properties
HOMO energy: -8.91 eV
Kohn-Sham gap: 9.1 eV
E_tot: -7761.684 eV
Relative energy (zero: lowest compared OMol25 entry of this formula, charge and spin): 4.843 eV

Each line ends with the natural charge from an NBO analysis.
CARTESIAN COORDINATES (ANGSTROEM)
O1 -1.292 -1.045 0.111  -0.505
C1 -0.231 -0.807 -0.821  0.179
C2 0.876 -0.187 0.107  -0.396
C3 -0.104 0.833 0.837  -0.453
C4 -1.160 0.362 -0.137  0.550
N1 -0.949 0.498 -1.401  -0.500
H1 -0.025 -1.558 -1.579  0.222
H2 1.627 0.354 -0.473  0.223
H3 1.372 -0.901 0.775  0.217
H4 0.190 1.872 0.705  0.234
H5 -0.305 0.580 1.875  0.229

---

Entry from OMol25: a structure of composition C4H5NO in a non-equilibrium geometry (the ωB97M-V functional and the def2-TZVPD basis).

Properties
HOMO energy: -9.75 eV
Kohn-Sham gap: 10.8 eV
E_tot: -7762.487 eV
Relative energy (zero: lowest compared OMol25 entry of this formula, charge and spin): 4.039 eV

Each line ends with the natural charge from an NBO analysis.
CARTESIAN COORDINATES (ANGSTROEM)
O1 -1.874 -0.651 0.101  -0.374
C1 -0.622 -0.097 0.077  0.317
C2 0.658 -0.714 0.660  -0.453
C3 1.311 0.012 -0.501  -0.127
C4 0.176 0.449 -1.055  -0.250
N1 -1.531 0.642 0.861  -0.312
H1 0.669 -1.805 0.590  0.220
H2 0.938 -0.402 1.671  0.219
H3 2.351 0.153 -0.751  0.210
H4 -0.076 1.056 -1.918  0.217
H5 -2.004 1.342 0.284  0.334

---

Entry from OMol25: the molecule C4H5NO (the ωB97M-V functional and the def2-TZVPD basis).

Properties
HOMO energy: -9.31 eV
Kohn-Sham gap: 9.7 eV
E_tot: -7764.982 eV
Relative energy (zero: lowest compared OMol25 entry of this formula, charge and spin): 1.544 eV

Each line ends with the natural charge from an NBO analysis.
CARTESIAN COORDINATES (ANGSTROEM)
C1 1.395 -1.813 1.427  -0.649
C2 0.508 -1.046 0.871  0.538
N1 -0.411 -0.411 0.361  -0.554
C3 -0.101 0.761 -0.372  0.676
C4 -1.221 1.290 -1.207  -0.711
O1 0.951 1.327 -0.201  -0.544
H1 1.263 -2.854 1.143  0.258
H2 2.064 -1.499 2.223  0.264
H3 -1.087 2.369 -1.314  0.241
H4 -2.181 1.058 -0.739  0.238
H5 -1.181 0.818 -2.193  0.242

---

Entry from OMol25: a cluster of 2 separate species, C4H5NO in total in a non-equilibrium geometry (the ωB97M-V functional and the def2-TZVPD basis).

Properties
HOMO energy: -7.98 eV
Kohn-Sham gap: 8.4 eV
E_tot: -7761.841 eV
Relative energy (zero: lowest compared OMol25 entry of this formula, charge and spin): 4.686 eV

Each line ends with the natural charge from an NBO analysis.
CARTESIAN COORDINATES (ANGSTROEM)
O1 -2.181 1.104 0.228  -0.436
C1 -1.396 0.315 0.533  0.892
N1 0.326 1.016 -0.788  -0.629
C2 1.348 0.432 -1.265  0.006
C3 0.237 -1.473 0.875  -0.276
C4 -0.905 -0.783 1.237  -0.647
H1 0.200 1.968 -1.141  0.353
H2 1.534 -0.581 -0.911  0.230
H3 2.024 0.902 -1.988  0.152
H4 0.323 -2.318 1.586  0.124
H5 -1.610 -1.003 2.050  0.231

---

Entry from OMol25: the molecule C4H5NO (the ωB97M-V functional and the def2-TZVPD basis).

Properties
HOMO energy: -9.92 eV
Kohn-Sham gap: 9.1 eV
E_tot: -7763.265 eV
Relative energy (zero: lowest compared OMol25 entry of this formula, charge and spin): 3.262 eV

Each line ends with the natural charge from an NBO analysis.
CARTESIAN COORDINATES (ANGSTROEM)
N1 -1.093 0.958 0.700  -0.827
C1 -1.039 -0.038 -0.224  0.672
O1 -1.973 -0.342 -0.943  -0.601
C2 0.255 -0.858 -0.240  -0.508
C3 2.039 0.436 0.780  0.232
C4 1.542 -0.049 -0.321  -0.578
H1 -1.939 1.502 0.755  0.408
H2 -0.278 1.281 1.200  0.407
H3 0.262 -1.469 0.668  0.247
H4 0.195 -1.533 -1.092  0.258
H5 2.029 0.112 -1.283  0.289

---

Question: Which value of relative energy (zero: lowest compared OMol25 entry of this formula, charge and spin) does entry 1 give?
Answer: 1.278 eV

---

Question: Which value of relative energy (zero: lowest compared OMol25 entry of this formula, charge and spin) does entry 1 give?
Answer: 1.278 eV

---

What did the fifth record say?
Entry from OMol25: a cluster of 2 separate species, C4H5NO in total in a non-equilibrium geometry (the ωB97M-V functional and the def2-TZVPD basis).

Properties
HOMO energy: -7.98 eV
Kohn-Sham gap: 8.4 eV
E_tot: -7761.841 eV
Relative energy (zero: lowest compared OMol25 entry of this formula, charge and spin): 4.686 eV

Each line ends with the natural charge from an NBO analysis.
CARTESIAN COORDINATES (ANGSTROEM)
O1 -2.181 1.104 0.228  -0.436
C1 -1.396 0.315 0.533  0.892
N1 0.326 1.016 -0.788  -0.629
C2 1.348 0.432 -1.265  0.006
C3 0.237 -1.473 0.875  -0.276
C4 -0.905 -0.783 1.237  -0.647
H1 0.200 1.968 -1.141  0.353
H2 1.534 -0.581 -0.911  0.230
H3 2.024 0.902 -1.988  0.152
H4 0.323 -2.318 1.586  0.124
H5 -1.610 -1.003 2.050  0.231

---

Question: The highest HOMO energy belongs to which entry?
Answer: number 5